{"formula": "C2H3PS3", "method": "ωB97M-V/def2-TZVPD", "species": ["S", "S", "S", "P", "C", "C", "H", "H", "H"], "coordinates": [[0.64, -2.92, -0.08], [1.36, -1.36, -0.95], [-1.23, -0.71, 1.87], [0.48, 1.90, 1.07], [-0.33, 0.49, 1.49], [0.21, -0.23, -1.10], [-0.90, -0.34, -1.31], [0.46, 0.66, -1.69], [-0.68, 2.51, 0.70]], "mulliken_charge": [-0.314, 0.132, -0.127, -0.121, 0.296, -0.688, 0.387, 0.404, 0.032], "e_lumo_ha": [-0.039, -0.039], "energy_ha": -1613.7869, "de_lowest_ev": 2.128, "homo_ev": [-7.967, -7.967], "charge": 0, "multiplicity": 1, "gap_ev": [6.9125, 6.9159]}